# 1
Entry from the OMol25 dataset: a 2-piece molecular cluster, C9H13ClN2O4 overall (ωB97M-V/def2-TZVPD).

Output
calculated total energy: -33236.18291 eV
spin multiplicity: 1
E_HOMO: -9.46 eV
gap between HOMO and LUMO: 9.156 eV
net charge: 0

Cartesian coordinates (Å):
N (-2.648, 2.537, -0.833)
C (-1.764, 2.764, 0.316)
C (-0.962, 1.489, 0.605)
C (0.206, 1.750, 1.484)
C (1.360, 2.374, 1.249)
Cl (1.893, 3.054, -0.211)
C (2.168, 2.403, 2.505)
O (3.324, 2.561, 2.677)
O (1.270, 2.119, 3.531)
C (0.304, 1.312, 2.913)
O (-0.212, 0.395, 3.462)
H (-2.943, 3.415, -1.237)
H (-3.477, 2.032, -0.549)
H (-2.349, 3.045, 1.201)
H (-1.099, 3.596, 0.082)
H (-0.630, 1.040, -0.334)
H (-1.602, 0.761, 1.109)
C (-0.013, -4.269, -1.790)
N (0.490, -2.945, -1.490)
C (1.918, -2.751, -1.296)
C (-0.319, -1.877, -1.380)
O (0.066, -0.750, -1.128)
H (0.230, -4.965, -0.985)
H (0.420, -4.645, -2.719)
H (-1.095, -4.230, -1.902)
H (2.117, -2.358, -0.299)
H (2.307, -2.037, -2.022)
H (2.425, -3.705, -1.417)
H (-1.384, -2.116, -1.540)

=====

# 2
Entry from the OMol25 dataset: C10H28CuO8 as an isolated structure (ωB97M-V/def2-TZVPD).

Output
calculated total energy: -71836.30205 eV
spin multiplicity: 3
E_HOMO (alpha / beta): 0.39 / -4.30 eV
gap between HOMO and LUMO (alpha / beta): 2.288 / 5.812 eV
net charge: -1

Cartesian coordinates (Å):
Cu (0.593, 0.422, -0.114)
C (4.005, -0.485, 0.156)
C (3.071, -1.762, 0.210)
O (1.677, -1.547, 0.159)
H (4.185, -0.237, -0.890)
H (4.963, -0.894, 0.478)
H (3.544, 0.305, 0.749)
H (3.342, -2.232, 1.156)
H (3.361, -2.556, -0.477)
C (-0.722, 0.382, -4.354)
C (0.649, 0.514, -3.692)
O (0.913, 0.705, -2.329)
H (-1.187, 1.341, -4.584)
H (-1.343, -0.304, -3.778)
H (-0.604, -0.157, -5.294)
H (1.222, 1.170, -4.347)
H (1.095, -0.481, -3.729)
C (-1.554, -1.462, 3.548)
C (-0.590, -0.211, 3.413)
O (0.140, -0.231, 2.198)
O (-0.721, -2.552, 3.821)
H (-2.025, -1.767, 2.614)
H (-2.242, -1.440, 4.393)
H (-0.106, -0.111, 4.385)
H (-1.169, 0.712, 3.431)
H (1.073, -0.430, 2.306)
H (-0.381, -2.896, 2.992)
C (-2.585, -0.511, -0.895)
C (-2.815, -1.846, -1.464)
O (-3.273, -2.834, -0.493)
O (-1.569, -0.624, 0.059)
H (-3.447, 0.045, -0.524)
H (-2.172, 0.186, -1.624)
H (-1.905, -2.288, -1.870)
H (-3.446, -1.645, -2.329)
H (-3.308, -3.651, -0.996)
H (-1.641, -1.548, 0.308)
C (-0.110, 3.360, 0.232)
C (1.125, 3.318, 1.196)
O (1.997, 2.299, 0.924)
O (-0.803, 2.103, 0.381)
H (0.114, 3.672, -0.788)
H (-0.851, 4.091, 0.556)
H (0.748, 3.379, 2.217)
H (1.748, 4.207, 1.097)
H (2.672, 2.260, 1.606)
H (-1.668, 2.232, -0.015)

=====

# 3
Entry from the OMol25 dataset: C21H21BN8O3Ti as an isolated structure (ωB97M-V/def2-TZVPD).

Output
calculated total energy: -63969.90409 eV
spin multiplicity: 2
E_HOMO (alpha / beta): -11.47 / -11.07 eV
gap between HOMO and LUMO (alpha / beta): 7.367 / 6.131 eV
net charge: +1
energy above the lowest of the compared OMol25 structures with the same formula, charge and spin: 64.0 kcal per mole

Cartesian coordinates (Å):
Ti (-1.323, 0.096, -0.090)
C (1.731, -0.094, -2.794)
C (0.475, 0.492, -2.653)
N (-0.298, -0.269, -1.877)
N (0.447, -1.334, -1.502)
C (1.674, -1.247, -2.028)
B (-0.183, -2.311, -0.458)
N (-0.375, -1.501, 0.816)
C (0.123, -1.639, 2.004)
C (-0.326, -0.839, 3.076)
C (-1.459, 0.019, 2.870)
N (-2.011, 0.221, 1.745)
N (-1.657, -2.539, -0.907)
C (-2.339, -3.616, -1.310)
C (-3.664, -3.252, -1.481)
C (-3.710, -1.903, -1.142)
N (-2.495, -1.480, -0.793)
N (0.617, -3.595, -0.442)
C (0.864, -4.369, -1.538)
C (1.650, -5.420, -1.148)
C (1.850, -5.206, 0.229)
N (1.230, -4.116, 0.640)
H (2.569, 0.267, -3.365)
H (0.091, 1.398, -3.094)
H (2.422, -1.999, -1.840)
H (0.832, -2.441, 2.173)
H (0.114, -0.923, 4.058)
H (-1.859, 0.522, 3.762)
H (-1.856, -4.570, -1.443)
H (-4.480, -3.880, -1.790)
H (-4.546, -1.222, -1.142)
H (0.457, -4.108, -2.503)
H (2.033, -6.220, -1.758)
H (2.406, -5.802, 0.935)
C (4.190, 3.425, 1.903)
O (3.137, 4.363, 1.699)
C (1.971, 3.916, 1.257)
C (0.977, 4.900, 1.043)
C (-0.250, 4.549, 0.579)
C (-0.591, 3.200, 0.293)
C (-1.848, 2.829, -0.235)
C (-2.988, 3.767, -0.412)
O (-2.088, 1.609, -0.581)
C (0.427, 2.206, 0.545)
O (0.211, 0.931, 0.346)
C (1.685, 2.584, 1.008)
H (5.049, 4.005, 2.223)
H (4.432, 2.899, 0.978)
H (3.933, 2.704, 2.681)
H (1.220, 5.933, 1.253)
H (-0.973, 5.336, 0.419)
H (-2.743, 4.794, -0.166)
H (-3.803, 3.428, 0.232)
H (-3.346, 3.713, -1.441)
H (2.398, 1.788, 1.169)

=====

# 4
Entry from the OMol25 dataset: a 2-piece molecular cluster, CH4NO2 overall (ωB97M-V/def2-TZVPD).

Output
calculated total energy: -6674.76025 eV
spin multiplicity: 1
E_HOMO: -16.44 eV
gap between HOMO and LUMO: 11.608 eV
net charge: +1
energy above the lowest of the compared OMol25 structures with the same formula, charge and spin: 118.4 kcal per mole

Cartesian coordinates (Å):
C (1.308, 0.571, 1.673)
N (1.051, 0.103, 0.673)
O (-0.205, -0.563, -1.229)
O (-1.120, 0.215, -0.492)
H (0.838, -0.283, -0.259)
H (1.852, 1.121, 2.450)
H (-1.767, 0.698, -1.105)
H (-0.611, -1.562, -1.332)